{
  "formula": "C40H38EuN4O5Si",
  "method": "ωB97M-V with the def2-TZVPD basis set",
  "gap_ev": [3.578, 6.661],
  "multiplicity": 7,
  "de_lowest_kcal_mol": 70.6,
  "charge": -1,
  "lumo_energy_ev": [1.493, 1.545],
  "largest_force_ev_per_a": 3.4,
  "total_energy_ha": -3142.1866,
  "e_homo_ev": [-2.084, -5.117],
  "elements": ["Eu", "O", "C", "O", "C", "C", "C", "C", "C", "N", "C", "O", "O", "H", "H", "H", "H", "C", "Si", "C", "N", "C", "C", "C", "C", "C", "C", "C", "C", "C", "C", "C", "C", "C", "C", "C", "C", "C", "H", "H", "H", "H", "H", "H", "H", "H", "H", "H", "H", "H", "H", "H", "H", "H", "H", "H", "H", "H", "H", "H", "H", "H", "N", "C", "C", "C", "C", "C", "C", "C", "C", "C", "C", "C", "C", "C", "H", "H", "H", "H", "H", "H", "H", "H", "H", "H", "O", "C", "N"],
  "xyz": [[0.049, -0.228, 0.580], [1.075, -4.455, -0.989], [1.032, -3.161, -0.672], [0.014, -2.527, -0.749], [2.346, -2.584, -0.278], [3.527, -3.287, -0.278], [4.680, -2.626, 0.135], [4.601, -1.305, 0.532], [3.367, -0.675, 0.486], [2.278, -1.300, 0.065], [3.166, 0.783, 0.905], [4.161, 1.417, 1.222], [1.943, 1.160, 0.853], [0.161, -4.704, -1.180], [3.536, -4.325, -0.581], [5.629, -3.147, 0.154], [5.458, -0.741, 0.881], [-2.111, 0.290, -0.639], [-1.812, 1.451, -1.995], [-0.670, 0.574, -3.227], [0.572, 0.104, -2.561], [1.596, 1.199, -2.466], [2.906, 0.867, -3.169], [2.646, 0.400, -4.600], [1.675, -0.806, -4.622], [1.118, -1.085, -3.227], [-0.974, 3.033, -1.425], [-0.692, 3.237, -0.069], [-0.019, 4.377, 0.365], [0.362, 5.344, -0.552], [0.066, 5.175, -1.905], [-0.594, 4.031, -2.332], [-3.348, 2.015, -2.955], [-3.984, 1.157, -3.861], [-5.186, 1.500, -4.470], [-5.790, 2.717, -4.175], [-5.180, 3.586, -3.279], [-3.973, 3.237, -2.680], [-2.536, -0.639, -1.046], [-2.818, 0.702, 0.088], [-0.445, 1.176, -4.124], [-1.226, -0.309, -3.575], [1.797, 1.453, -1.429], [1.187, 2.099, -2.925], [3.463, 0.105, -2.611], [3.525, 1.766, -3.167], [3.587, 0.146, -5.090], [2.216, 1.235, -5.161], [2.179, -1.709, -4.979], [0.848, -0.617, -5.311], [1.911, -1.502, -2.605], [0.329, -1.836, -3.277], [-1.001, 2.503, 0.671], [0.209, 4.497, 1.420], [0.890, 6.230, -0.218], [0.360, 5.932, -2.623], [-0.816, 3.909, -3.392], [-3.532, 0.192, -4.095], [-5.658, 0.817, -5.167], [-6.731, 2.988, -4.642], [-5.647, 4.537, -3.044], [-3.504, 3.929, -1.985], [0.209, -2.071, 2.039], [-0.089, -2.137, 3.296], [-1.490, -2.128, 3.794], [-2.536, -2.429, 2.910], [-3.855, -2.365, 3.325], [-4.162, -2.002, 4.635], [-3.132, -1.702, 5.520], [-1.808, -1.767, 5.107], [1.025, -2.219, 4.301], [2.110, -1.340, 4.188], [3.195, -1.438, 5.047], [3.219, -2.424, 6.030], [2.143, -3.297, 6.153], [1.051, -3.190, 5.300], [-2.288, -2.692, 1.889], [-4.652, -2.590, 2.624], [-5.194, -1.939, 4.957], [-3.361, -1.387, 6.532], [-1.016, -1.497, 5.796], [2.074, -0.565, 3.433], [4.020, -0.739, 4.954], [4.068, -2.508, 6.700], [2.155, -4.065, 6.919], [0.211, -3.868, 5.406], [-1.866, 1.864, 4.358], [-1.372, 1.350, 3.396], [-0.878, 0.837, 2.432]],
  "forces_ev_per_a": [[-0.392, 0.751, -0.108], [0.154, -0.222, 0.018], [0.265, -0.189, -0.043], [-0.438, 0.466, -0.024], [-0.032, 0.117, 0.011], [0.176, -0.308, -0.008], [0.036, -0.023, -0.004], [0.246, -0.081, 0.046], [-0.236, 0.140, -0.140], [0.091, -0.174, 0.138], [-0.261, 0.122, -0.083], [-0.077, 0.016, 0.005], [0.195, -0.150, 0.063], [-0.071, -0.111, -0.042], [0.049, 0.035, 0.039], [-0.016, -0.017, -0.004], [-0.094, -0.037, -0.036], [0.214, -0.030, 0.022], [-0.241, -0.063, 0.087], [0.178, -0.094, -0.058], [0.150, 0.148, 0.115], [-0.119, -0.198, -0.178], [-0.022, -0.095, -0.037], [-0.050, -0.066, 0.028], [0.045, 0.075, -0.015], [-0.016, 0.180, -0.029], [0.027, 0.145, 0.240], [0.050, 0.032, -0.196], [-0.009, -0.002, -0.006], [-0.035, -0.049, -0.057], [0.004, -0.059, 0.060], [0.030, 0.016, 0.054], [-0.095, -0.004, -0.141], [0.008, 0.043, -0.024], [0.050, 0.030, 0.061], [0.061, -0.004, 0.011], [0.062, -0.055, 0.003], [-0.008, -0.025, -0.079], [0.034, 0.016, 0.016], [0.034, -0.060, 0.086], [-0.009, -0.058, 0.034], [0.093, 0.072, 0.053], [-0.055, 0.028, 0.144], [-0.068, 0.033, -0.062], [-0.015, 0.029, -0.027], [0.036, -0.011, 0.024], [0.005, -0.001, -0.035], [-0.007, -0.021, 0.013], [0.006, 0.012, -0.023], [0.032, -0.001, -0.002], [0.016, 0.022, 0.013], [-0.024, 0.000, 0.030], [0.000, 0.046, -0.016], [-0.023, -0.025, -0.105], [-0.012, -0.016, -0.020], [-0.009, -0.003, 0.018], [0.018, 0.020, 0.103], [-0.091, 0.123, 0.038], [0.018, 0.006, 0.008], [0.041, -0.018, 0.022], [0.022, -0.031, -0.003], [-0.070, -0.069, -0.058], [0.236, -0.009, -1.457], [-0.969, -0.366, 3.285], [1.401, -0.276, -0.785], [-0.315, 0.105, -0.131], [0.101, 0.028, 0.025], [-0.195, -0.056, -0.068], [0.381, -0.042, -0.119], [-0.316, 0.090, 0.444], [-0.396, 0.381, -0.966], [0.195, -0.121, -0.001], [-0.040, -0.063, -0.012], [0.066, 0.056, 0.005], [-0.138, 0.117, -0.089], [0.064, -0.190, 0.300], [-0.061, -0.053, -0.058], [0.040, 0.011, 0.028], [0.004, 0.007, -0.011], [0.024, -0.023, -0.033], [-0.056, 0.019, -0.040], [0.023, 0.058, -0.002], [-0.053, -0.038, 0.003], [-0.034, 0.007, -0.034], [-0.020, 0.020, -0.024], [0.056, 0.025, -0.057], [0.300, -0.259, -0.573], [0.077, -0.165, -0.116], [-0.216, 0.382, 0.546]]
}



{
  "formula": "C40H38FeO3P",
  "method": "ωB97M-V with the def2-TZVPD basis set",
  "gap_ev": [2.584, 4.573],
  "multiplicity": 5,
  "charge": -1,
  "lumo_energy_ev": [2.211, 2.210],
  "largest_force_ev_per_a": 6.8,
  "total_energy_ha": -3377.5025,
  "e_homo_ev": [-0.373, -2.364],
  "elements": ["C", "O", "C", "C", "C", "C", "C", "C", "C", "C", "C", "C", "Fe", "C", "C", "C", "C", "C", "C", "C", "H", "H", "H", "H", "H", "H", "H", "H", "H", "H", "H", "H", "H", "H", "H", "H", "H", "C", "C", "O", "C", "C", "P", "C", "C", "C", "C", "C", "C", "C", "C", "C", "C", "C", "C", "C", "C", "C", "C", "C", "C", "O", "H", "H", "H", "H", "H", "H", "H", "H", "H", "H", "H", "H", "H", "H", "H", "H", "H", "H", "H", "H", "H"],
  "xyz": [[-4.935, 1.986, -4.421], [-4.218, 0.755, -4.153], [-2.991, 0.854, -3.581], [-2.274, -0.348, -3.355], [-1.106, -0.324, -2.628], [-0.631, 0.860, -1.979], [0.509, 0.882, -1.095], [1.654, 1.546, -1.574], [3.046, 1.530, -1.059], [3.793, 2.577, -1.710], [2.958, 3.163, -2.737], [1.696, 2.480, -2.731], [3.105, 1.197, -2.978], [2.453, -0.121, -4.306], [3.109, -0.772, -3.183], [4.458, -0.232, -3.077], [4.633, 0.748, -4.138], [3.393, 0.820, -4.893], [-1.313, 2.061, -2.336], [-2.424, 2.079, -3.145], [-5.916, 1.645, -4.755], [-5.038, 2.613, -3.521], [-4.432, 2.554, -5.219], [-2.704, -1.281, -3.731], [-0.524, -1.241, -2.512], [0.390, 0.533, 0.053], [3.365, 0.892, -0.241], [4.795, 2.899, -1.430], [3.216, 4.007, -3.373], [0.825, 2.703, -3.332], [1.475, -0.375, -4.705], [2.704, -1.594, -2.601], [5.231, -0.573, -2.393], [5.556, 1.268, -4.381], [3.231, 1.398, -5.798], [-0.924, 3.004, -1.953], [-2.901, 3.032, -3.402], [4.856, 1.641, 2.190], [3.458, 1.465, 2.719], [2.797, 0.515, 1.823], [1.471, 0.514, 2.028], [0.645, -0.260, 1.039], [-0.745, -1.000, 1.923], [-2.179, 0.103, 2.063], [-3.479, -0.370, 1.803], [-4.588, 0.425, 2.096], [-4.422, 1.705, 2.630], [-3.131, 2.180, 2.888], [-2.022, 1.391, 2.595], [-1.329, -2.503, 1.092], [-1.376, -3.787, 1.671], [-1.815, -4.877, 0.914], [-2.180, -4.713, -0.427], [-2.160, -3.435, -0.997], [-1.811, -2.338, -0.215], [-0.358, -1.546, 3.606], [-1.248, -1.293, 4.664], [-1.050, -1.904, 5.903], [0.051, -2.739, 6.108], [0.966, -2.952, 5.072], [0.777, -2.343, 3.829], [0.999, 1.160, 2.964], [5.461, 2.169, 2.931], [5.349, 0.685, 1.975], [4.829, 2.244, 1.278], [3.440, 1.037, 3.727], [2.903, 2.412, 2.699], [1.229, -1.057, 0.567], [-3.624, -1.368, 1.391], [-5.587, 0.033, 1.909], [-5.293, 2.326, 2.849], [-2.987, 3.164, 3.328], [-1.019, 1.758, 2.802], [-1.079, -3.932, 2.710], [-1.861, -5.868, 1.371], [-2.486, -5.573, -1.027], [-2.420, -3.285, -2.046], [-1.908, -1.331, -0.619], [-2.098, -0.624, 4.517], [-1.769, -1.726, 6.703], [0.196, -3.223, 7.076], [1.829, -3.598, 5.227], [1.499, -2.508, 3.027]],
  "forces_ev_per_a": [[0.555, -0.933, 0.106], [-1.019, 0.796, -0.598], [1.430, 0.171, 0.849], [-1.268, 0.823, -0.445], [0.797, 0.713, 0.875], [-1.294, 0.169, -1.334], [0.177, 0.657, -1.079], [0.687, 1.449, 0.626], [-1.106, 1.393, 1.842], [-0.275, 1.374, 1.109], [-0.159, 1.441, 1.125], [-1.277, 1.488, 1.328], [-1.000, -0.004, 0.120], [0.770, -1.287, -1.129], [0.939, -1.233, -1.358], [0.537, -1.537, -1.555], [0.773, -1.569, -1.211], [0.785, -1.553, -1.088], [0.773, -0.648, 0.600], [-1.202, -0.652, -0.550], [0.094, 0.203, -0.015], [0.066, -0.265, -0.223], [-0.153, -0.080, 0.230], [0.198, 0.284, -0.007], [-0.123, 0.230, 0.026], [-0.216, 1.511, -3.531], [0.058, 0.298, -0.381], [-0.200, -0.172, -0.291], [0.027, -0.342, 0.082], [0.326, 0.053, -0.055], [0.156, 0.248, 0.242], [0.011, 0.342, 0.034], [-0.254, 0.224, -0.031], [-0.262, -0.009, 0.159], [-0.019, 0.010, 0.350], [-0.055, -0.240, -0.016], [0.209, -0.424, 0.186], [0.303, 0.193, -0.147], [0.108, -0.446, -0.482], [-0.112, 0.417, 0.589], [-1.269, -0.770, -0.479], [0.864, -3.213, 5.970], [1.609, 0.620, -0.529], [-0.687, 0.087, 0.221], [0.233, 0.116, 0.228], [0.068, 0.127, -0.061], [0.244, -0.191, 0.008], [-0.251, -0.216, -0.200], [0.071, -0.008, -0.014], [-0.442, -0.364, -0.232], [0.101, 0.259, -0.166], [-0.006, 0.117, -0.055], [0.158, 0.340, 0.059], [-0.111, -0.243, 0.249], [0.260, 0.079, 0.039], [-0.440, -0.130, 0.791], [0.245, -0.292, -0.040], [0.169, 0.050, -0.098], [-0.097, 0.073, -0.201], [-0.131, 0.218, -0.041], [-0.292, -0.025, 0.178], [-0.417, -0.098, -0.063], [0.004, 0.029, -0.005], [-0.181, 0.131, 0.042], [0.082, -0.201, 0.049], [-0.064, 0.198, -0.136], [0.181, -0.359, 0.127], [-0.315, 0.328, -0.284], [-0.005, 0.252, 0.144], [0.230, 0.135, -0.008], [0.257, -0.203, -0.036], [-0.019, -0.152, -0.145], [-0.139, -0.104, -0.028], [-0.029, 0.025, -0.307], [0.037, 0.308, -0.111], [0.115, 0.226, 0.199], [-0.064, -0.020, 0.316], [0.202, -0.257, -0.067], [0.229, -0.305, 0.003], [0.232, -0.036, -0.128], [-0.021, 0.124, -0.267], [-0.171, 0.177, -0.011], [-0.226, 0.069, 0.132]]
}



- What is the formula in the second record?
  C40H38FeO3P



- Number 2 is which compound?
  C40H38FeO3P